# C27H25N5O5

An isolated molecule of C27H25N5O5 in a non-equilibrium geometry (wB97M-V/def2-TZVPD, the Open Molecules 2025 dataset).

Positions of all 62 atoms, in Å:
C (5.3440, -2.0793, -0.8583)
O (4.7271, -0.9650, -0.2599)
C (3.4105, -0.7383, -0.5104)
C (2.6122, -1.5080, -1.3489)
C (1.2784, -1.1736, -1.5150)
C (0.7260, -0.0933, -0.8565)
C (1.5153, 0.6770, -0.0026)
C (0.9299, 1.8214, 0.7840)
C (0.5137, 3.0735, -0.0338)
O (0.1422, 4.0676, 0.5460)
N (0.7402, 2.9989, -1.3621)
C (0.1040, 3.9381, -2.2700)
C (-1.1943, 3.3805, -2.7607)
C (-1.4664, 2.2441, -3.4684)
C (-2.8763, 2.1629, -3.5552)
C (-3.3496, 3.2525, -2.8926)
O (-2.3401, 3.9903, -2.4119)
N (-0.2292, 1.3950, 1.5718)
C (0.0914, 0.7861, 2.8495)
C (0.8331, -0.5001, 2.6528)
C (2.0357, -0.9419, 3.1170)
C (2.2169, -2.2368, 2.5725)
C (1.1151, -2.4805, 1.8159)
O (0.2722, -1.4383, 1.8602)
C (-1.4458, 1.4600, 1.0049)
O (-1.6194, 1.8805, -0.1250)
C (-2.6494, 0.9588, 1.8156)
N (-2.6035, -0.4650, 1.9691)
N (-2.4934, -1.0569, 3.1667)
N (-2.4180, -2.3154, 3.0397)
C (-2.4641, -2.6281, 1.7143)
C (-2.3932, -3.8446, 1.0358)
C (-2.4447, -3.7981, -0.3367)
C (-2.5741, -2.5888, -1.0375)
C (-2.6522, -1.3761, -0.3930)
C (-2.5859, -1.4141, 0.9945)
C (2.8514, 0.3535, 0.1538)
H (6.3734, -2.0712, -0.5038)
H (4.8634, -3.0146, -0.5540)
H (5.3383, -2.0048, -1.9505)
H (3.0108, -2.3644, -1.8685)
H (0.6592, -1.7746, -2.1643)
H (-0.3158, 0.1438, -0.9950)
H (1.6774, 2.1813, 1.5011)
H (0.9134, 2.0805, -1.7461)
H (-0.0868, 4.8566, -1.7118)
H (0.7892, 4.1370, -3.0998)
H (-0.7552, 1.5546, -3.8778)
H (-3.4510, 1.4004, -4.0407)
H (-4.3465, 3.6007, -2.7077)
H (-0.8184, 0.5959, 3.4214)
H (0.7228, 1.4720, 3.4230)
H (2.7054, -0.4175, 3.7668)
H (3.0529, -2.8869, 2.7268)
H (0.8158, -3.3204, 1.2215)
H (-2.6959, 1.4149, 2.8063)
H (-3.5426, 1.2419, 1.2476)
H (-2.2983, -4.7714, 1.5781)
H (-2.3876, -4.7169, -0.9021)
H (-2.6157, -2.6174, -2.1164)
H (-2.7564, -0.4449, -0.9286)
H (3.4887, 0.9269, 0.8088)

Results
Spin multiplicity = 1
Orbital gap = 8.92 eV
SMILES = COc1cccc([C@@H](C(=O)NCc2ccco2)N(Cc2ccco2)C(=O)Cn2nnc3ccccc32)c1
Relative energy (zero: lowest compared OMol25 entry of this formula, charge and spin) = 3.743 eV


# C4H29NO11

A 11-piece molecular cluster, C4H29NO11 overall in a non-equilibrium geometry (wB97M-V/def2-TZVPD, the Open Molecules 2025 dataset).

Positions of all 45 atoms, in Å:
C (-0.7421, 1.1423, 1.0547)
C (-2.2204, 0.8803, 0.8851)
C (-2.9995, 1.0823, 2.1534)
N (-2.5670, -0.4617, 0.3812)
C (-2.2484, -1.5703, 1.0931)
O (-1.8290, -1.5093, 2.2256)
H (-0.2983, 0.9261, 2.0386)
H (-0.3840, 2.2481, 1.0680)
H (-0.1193, 0.5909, 0.4276)
H (-2.6118, 1.5574, 0.1446)
H (-4.0619, 0.7973, 2.0926)
H (-2.5043, 0.6340, 3.0691)
H (-3.0299, 2.0675, 2.4461)
H (-2.6617, -0.5615, -0.6148)
H (-2.4655, -2.5757, 0.6043)
O (-2.3486, 0.2351, -2.2484)
H (-1.4048, 0.6098, -2.2286)
H (-2.1972, -0.5785, -2.9325)
O (2.4614, 0.8697, 2.0500)
H (2.4922, -0.0395, 1.6114)
H (1.7665, 0.7276, 2.7019)
O (1.2740, 2.4489, -1.1169)
H (1.7948, 2.6005, -0.2973)
H (1.1522, 3.3715, -1.3909)
O (2.3024, 3.2697, 1.0104)
H (1.9767, 3.8982, 1.6445)
H (2.4668, 2.3547, 1.3941)
O (-0.7204, -3.0134, -0.9814)
H (-0.4775, -2.4444, -1.8323)
H (-0.7686, -3.8752, -0.8588)
O (2.1941, -1.3162, -2.3330)
H (2.3291, -0.2882, -2.3971)
H (2.4910, -1.6717, -1.5249)
O (-0.1765, -1.4145, -3.0675)
H (-0.1781, -2.0336, -3.8894)
H (0.7486, -1.1249, -2.8743)
O (2.6483, 1.2479, -2.9037)
H (3.4674, 1.3520, -2.4203)
H (1.9652, 1.6399, -2.2760)
O (0.7016, -1.0524, 2.7993)
H (-0.2854, -1.0668, 3.0948)
H (0.6555, -1.2786, 1.9155)
O (1.6890, -2.5572, 0.0589)
H (2.0667, -3.4336, 0.3183)
H (0.6566, -2.6849, -0.0953)

Results
Spin multiplicity = 1
Orbital gap = 9.63 eV
SMILES = CC(C)NC=O.O.O.O.O.O.O.O.O.O.O
Relative energy (zero: lowest compared OMol25 entry of this formula, charge and spin) = 2.624 eV


# F4H2N2NaO9S4

F4H2N2NaO9S4 as an isolated structure in a non-equilibrium geometry (wB97M-V/def2-TZVPD, the Open Molecules 2025 dataset).

Positions of all 22 atoms, in Å:
Na (-1.3979, 0.3403, -0.0850)
N (1.7128, 2.4806, 1.7259)
S (1.3539, 3.3782, 2.8560)
O (0.3106, 4.3905, 2.7925)
O (2.4458, 3.6499, 3.7809)
F (0.4433, 2.2196, 3.5244)
S (2.4843, 3.6970, 0.8019)
O (3.8260, 4.1672, 1.1013)
O (1.5341, 4.5401, 0.0664)
F (2.8810, 2.6449, -0.3710)
N (0.2089, -3.6723, -1.0545)
S (-0.4124, -5.1713, -0.3798)
O (0.4092, -6.3822, -0.4021)
O (-1.8364, -5.4686, -0.4843)
F (-0.2242, -4.6779, 1.1104)
S (0.0551, -4.1917, -2.4744)
O (-1.3053, -4.1419, -3.0661)
O (1.0624, -5.1666, -2.9484)
F (0.7231, -2.8523, -3.0951)
O (-4.4001, 3.2553, -1.0913)
H (-4.8149, 3.5665, -1.8959)
H (-5.0596, 3.3948, -0.4118)

Results
Net charge = -1
Spin multiplicity = 1
Orbital gap = 6.90 eV
Relative energy (zero: lowest compared OMol25 entry of this formula, charge and spin) = 5.569 eV


# C2H4N4S

An isolated molecule of C2H4N4S in a non-equilibrium geometry (wB97M-V/def2-TZVPD, the Open Molecules 2025 dataset).

Positions of all 11 atoms, in Å:
C (-1.5002, -0.9184, 1.2164)
N (-0.2429, -0.6916, 0.5125)
N (0.7761, -1.5733, 0.5926)
N (1.7055, -1.1300, -0.0688)
N (1.4308, 0.0695, -0.6282)
C (0.1496, 0.3118, -0.2610)
S (-0.7835, 1.7008, -0.7247)
H (-1.3875, -1.9132, 1.5894)
H (-1.5559, -0.1941, 2.0217)
H (-2.3210, -0.6339, 0.5904)
H (0.2186, 2.4458, -1.1943)

Results
Spin multiplicity = 1
Orbital gap = 10.17 eV
SMILES = Cn1nnnc1S
Relative energy (zero: lowest compared OMol25 entry of this formula, charge and spin) = 1.762 eV


# C38H33IN4O2PSZr

C38H33IN4O2PSZr as an isolated structure in a non-equilibrium geometry (wB97M-V/def2-TZVPD, the Open Molecules 2025 dataset).

Positions of all 81 atoms, in Å:
Zr (1.2469, 0.8243, 0.1755)
C (5.2584, -0.7083, -1.5976)
C (3.9261, -0.0832, -1.3557)
N (3.6311, 0.6784, -0.3637)
N (4.5790, 1.0429, 0.5354)
C (4.3140, 2.0880, 1.3685)
N (5.3132, 2.5488, 2.0951)
S (2.7560, 2.7148, 1.4766)
C (2.8508, -0.2130, -2.3653)
C (3.0687, -0.8543, -3.5724)
C (2.0810, -0.8322, -4.5503)
C (0.9032, -0.1577, -4.2869)
C (0.7403, 0.4288, -3.0438)
N (1.6762, 0.4076, -2.0869)
H (5.8600, -0.7935, -0.6953)
H (5.8192, -0.1218, -2.3314)
H (5.1444, -1.7132, -1.9990)
H (5.5309, 0.7295, 0.4136)
H (6.2631, 2.2149, 2.0168)
H (5.1519, 3.3290, 2.7154)
H (4.0066, -1.3504, -3.7739)
H (2.2415, -1.3247, -5.5001)
H (0.1184, -0.0818, -5.0262)
H (-0.1848, 0.9388, -2.8137)
C (2.3269, -2.0122, 3.2316)
C (1.6677, -0.7999, 2.6671)
O (1.7745, -0.6461, 1.3836)
C (0.9626, 0.1055, 3.4946)
C (0.9059, -0.1068, 4.8990)
C (0.1912, 0.7230, 5.7117)
C (-0.5047, 1.8132, 5.1629)
C (-0.4861, 2.0513, 3.8075)
C (0.2336, 1.2147, 2.9550)
O (0.2084, 1.4574, 1.6523)
H (2.8333, -2.5615, 2.4428)
H (1.5821, -2.6633, 3.6946)
H (3.0447, -1.7422, 4.0070)
H (1.4390, -0.9389, 5.3382)
H (0.1634, 0.5483, 6.7782)
H (-1.0629, 2.4747, 5.8130)
H (-1.0146, 2.8853, 3.3652)
I (-0.1847, 3.2358, -0.8731)
C (-1.6916, 2.7703, -2.3535)
C (-1.7662, 3.7710, -3.2836)
C (-2.7937, 3.7767, -4.2348)
C (-3.7541, 2.8141, -4.1579)
C (-3.6908, 1.7809, -3.1936)
C (-4.7642, 0.8656, -3.1463)
C (-4.7876, -0.1353, -2.2242)
C (-3.6824, -0.2985, -1.3852)
C (-2.5744, 0.5251, -1.4119)
P (-1.2229, -0.1587, -0.3317)
C (-2.0807, -0.2723, 1.2778)
C (-3.0266, 0.6799, 1.6532)
C (-3.6942, 0.5573, 2.8618)
C (-3.4234, -0.5111, 3.7057)
C (-2.4660, -1.4495, 3.3476)
C (-1.7907, -1.3284, 2.1420)
C (-1.0240, -1.9413, -0.7734)
C (0.1849, -2.3398, -1.3504)
C (0.4114, -3.6571, -1.7200)
C (-0.5685, -4.6120, -1.5044)
C (-1.7484, -4.2471, -0.8707)
C (-1.9734, -2.9314, -0.5027)
C (-2.5889, 1.6738, -2.2733)
H (-1.0522, 4.5838, -3.2670)
H (-2.8325, 4.5593, -4.9792)
H (-4.6022, 2.8301, -4.8304)
H (-5.5796, 0.9950, -3.8465)
H (-5.6243, -0.8160, -2.1514)
H (-3.7111, -1.1129, -0.6835)
H (-3.2611, 1.5038, 0.9902)
H (-4.4441, 1.2879, 3.1366)
H (-3.9697, -0.6230, 4.6331)
H (-2.2636, -2.2917, 3.9975)
H (-1.0716, -2.0845, 1.8460)
H (0.9782, -1.6230, -1.5039)
H (1.3514, -3.9473, -2.1721)
H (-0.4073, -5.6377, -1.8076)
H (-2.4937, -4.9979, -0.6438)
H (-2.8765, -2.7086, 0.0453)

Results
Net charge = +3
Spin multiplicity = 1
Orbital gap = 6.14 eV
Relative energy (zero: lowest compared OMol25 entry of this formula, charge and spin) = 0.613 eV


How do the records compare in LUMO? In the order shown, they have 0.53, 0.20, -0.48, 0.46, -9.34 eV.